{
  "formula": "C25H73BClN5O11",
  "method": "ωB97M-V with the def2-TZVPD basis set",
  "species": ["O", "H", "H", "H", "O", "H", "H", "H", "Cl", "O", "O", "O", "O", "B", "H", "H", "H", "H", "C", "C", "C", "O", "C", "N", "H", "H", "H", "H", "H", "H", "H", "H", "H", "H", "H", "C", "C", "C", "O", "C", "N", "H", "H", "H", "H", "H", "H", "H", "H", "H", "H", "H", "C", "C", "C", "O", "C", "N", "H", "H", "H", "H", "H", "H", "H", "H", "H", "H", "H", "C", "C", "C", "O", "C", "N", "H", "H", "H", "H", "H", "H", "H", "H", "H", "H", "H", "C", "C", "C", "C", "C", "C", "N", "O", "C", "C", "C", "H", "H", "H", "H", "H", "H", "H", "H", "H", "H", "H", "H", "H", "H", "H", "H", "H", "H", "H"],
  "coordinates": [[-2.0240, -1.8061, 4.8238], [-1.7342, -0.9199, 5.2668], [-2.9836, -1.9095, 4.7716], [-1.5670, -2.5406, 5.2617], [0.9214, 1.1512, 5.3398], [0.3375, 1.9220, 5.2840], [0.6474, 0.5322, 6.1138], [0.8220, 0.5759, 4.5458], [-0.7582, 0.2372, 2.2094], [-1.0790, 0.4287, 3.6251], [0.6916, 0.3594, 2.1245], [-1.1805, -1.0952, 1.8662], [-1.4080, 1.1875, 1.3690], [-0.7001, -0.4600, 6.8147], [-0.1801, 0.3121, 7.5894], [-1.2731, 0.1690, 5.9427], [0.2611, -1.0326, 6.3215], [-1.3938, -1.2583, 7.3776], [4.6228, 3.4154, 2.2808], [3.1879, 3.7128, 1.8656], [2.4123, 4.2787, 3.0558], [1.2215, 4.9381, 2.7036], [0.2921, 4.1346, 2.0032], [3.2087, 4.6765, 0.7586], [5.1066, 4.3524, 2.5623], [5.2051, 3.0250, 1.4466], [4.6250, 2.7080, 3.1153], [2.7187, 2.7631, 1.5640], [3.0387, 5.0078, 3.5698], [2.1734, 3.4255, 3.7121], [-0.6094, 4.7394, 1.9679], [0.0744, 3.1785, 2.4935], [0.6661, 3.8606, 1.0117], [3.1487, 4.1466, -0.1091], [2.3875, 5.2695, 0.7861], [3.7935, 0.0571, -1.6534], [3.1501, 1.3933, -1.2558], [3.2363, 2.3434, -2.4226], [2.8517, 3.6335, -1.9469], [2.9197, 4.6481, -2.9278], [1.7597, 1.1315, -0.9121], [3.9662, -0.5819, -0.7856], [4.7358, 0.1503, -2.1931], [3.0877, -0.4685, -2.3033], [3.7630, 1.7548, -0.4162], [2.5562, 2.0701, -3.2382], [4.2609, 2.4057, -2.8093], [2.3088, 4.4103, -3.8036], [3.9531, 4.7654, -3.2820], [2.6258, 5.5598, -2.4151], [1.2470, 1.9671, -0.6505], [1.7163, 0.5257, -0.0989], [-4.7501, 0.0813, 1.6556], [-5.0600, -1.3197, 1.1230], [-6.2276, -1.3765, 0.1696], [-7.3934, -0.9458, 0.8384], [-8.5027, -0.9281, -0.0233], [-3.8951, -1.9149, 0.4668], [-3.9551, 0.0449, 2.4000], [-5.6256, 0.4476, 2.2077], [-4.5548, 0.7878, 0.8486], [-5.2884, -1.9213, 2.0104], [-6.3454, -2.4161, -0.1663], [-6.0361, -0.7876, -0.7407], [-8.6559, -1.9063, -0.4963], [-8.3792, -0.1833, -0.8202], [-9.3921, -0.6692, 0.5475], [-3.1023, -1.8879, 1.0973], [-3.6199, -1.3272, -0.3099], [1.6331, -2.8491, -0.0760], [1.8529, -3.6634, 1.2034], [3.3058, -3.7389, 1.5881], [4.0550, -4.4528, 0.6285], [5.0722, -5.2552, 1.1970], [1.0621, -3.1274, 2.3404], [2.2878, -3.2334, -0.8643], [1.9246, -1.8042, 0.0774], [0.6003, -2.8678, -0.4221], [1.4400, -4.6496, 0.9668], [3.3978, -4.1850, 2.5848], [3.7015, -2.7109, 1.6609], [5.6824, -5.6143, 0.3735], [4.6482, -6.0792, 1.7785], [5.7016, -4.6567, 1.8674], [1.3508, -2.1561, 2.4607], [0.1423, -3.0118, 1.9210], [-0.1061, -1.6306, -6.2736], [-0.1177, -1.0131, -4.9036], [0.0294, 0.5046, -4.9989], [-0.2942, 1.2516, -3.7302], [-1.7424, 0.9687, -3.3281], [-2.0845, -0.5212, -3.2224], [-1.4117, -1.2714, -4.2684], [-1.8771, -2.5837, -4.4525], [-1.6470, -1.0093, -1.8203], [-3.6002, -0.6780, -3.3598], [1.0210, -1.5756, -4.0314], [0.7284, -1.2704, -6.8842], [-1.0191, -1.4066, -6.8255], [0.0137, -2.7134, -6.2314], [1.0360, 0.6908, -5.3930], [-0.6304, 0.8790, -5.7922], [-0.1826, 2.3232, -3.9302], [0.3509, 1.0531, -2.8706], [-2.4053, 1.4775, -4.0353], [-1.8974, 1.4467, -2.3574], [-1.9586, -2.0503, -1.6822], [-0.5640, -1.0072, -1.6949], [-2.0445, -0.3562, -1.0442], [-3.8569, -1.7270, -3.4945], [-4.0728, -0.3845, -2.4182], [-3.9582, -0.0761, -4.1909], [1.0709, -2.6677, -4.0984], [0.9134, -1.3121, -2.9843], [1.9871, -1.2285, -4.4137], [-1.5664, -3.0854, -3.6847]],
  "lowdin_charge": [0.20, 0.05, 0.17, 0.16, 0.19, 0.16, 0.04, 0.12, 0.67, -0.41, -0.36, -0.35, -0.30, -0.34, 0.02, 0.00, 0.02, 0.01, -0.07, -0.46, -0.20, -0.19, -0.09, 0.07, 0.08, 0.07, 0.08, 0.11, 0.13, 0.11, 0.10, 0.06, 0.08, 0.04, 0.06, -0.05, -0.43, -0.18, -0.24, -0.09, 0.08, 0.07, 0.08, 0.06, 0.13, 0.12, 0.13, 0.09, 0.09, 0.09, 0.07, 0.05, -0.05, -0.43, -0.22, -0.18, -0.12, 0.06, 0.05, 0.08, 0.09, 0.13, 0.13, 0.12, 0.09, 0.09, 0.09, 0.04, 0.02, -0.05, -0.43, -0.23, -0.19, -0.11, 0.04, 0.08, 0.06, 0.07, 0.14, 0.12, 0.13, 0.09, 0.09, 0.09, 0.05, 0.04, -0.04, -0.52, -0.15, -0.18, -0.13, -0.50, -0.12, -0.01, -0.03, -0.02, -0.02, 0.09, 0.09, 0.08, 0.12, 0.13, 0.11, 0.07, 0.12, 0.12, 0.09, 0.06, 0.07, 0.08, 0.07, 0.08, 0.08, 0.05, 0.08, 0.10],
  "lumo_energy_ev": -0.71,
  "gap_ev": 6.87,
  "total_charge": 0,
  "energy_ha": -2582.25030,
  "homo_energy_ev": -7.58
}

---

{
  "formula": "C23H26ClFMnN3O4SSi",
  "method": "ωB97M-V with the def2-TZVPD basis set",
  "species": ["Mn", "C", "C", "C", "C", "C", "C", "C", "S", "O", "O", "N", "C", "C", "O", "O", "H", "H", "H", "H", "H", "H", "H", "H", "H", "C", "Si", "C", "C", "N", "C", "C", "C", "C", "C", "C", "F", "H", "H", "H", "H", "H", "H", "H", "H", "H", "H", "H", "H", "H", "Cl", "C", "C", "C", "C", "N", "C", "H", "H", "H", "H"],
  "coordinates": [[10.3649, 11.6894, 6.2840], [13.2274, 19.3135, 5.9303], [12.8738, 17.8694, 5.9844], [12.4362, 17.1225, 4.8198], [12.2050, 15.7451, 4.8521], [12.5305, 15.0829, 5.9941], [12.8048, 15.7729, 7.1757], [13.0194, 17.1552, 7.1632], [12.7596, 13.3707, 5.9852], [11.9158, 12.9464, 4.8685], [14.1171, 12.8829, 6.1050], [11.8766, 12.8143, 7.3063], [12.4414, 12.1273, 8.4324], [11.5900, 10.8762, 8.6971], [11.9545, 10.1628, 9.6402], [10.5077, 10.6704, 7.9843], [12.9920, 19.7195, 6.9762], [12.7469, 19.8781, 5.0946], [14.2983, 19.5107, 5.7147], [12.3565, 17.7506, 3.9022], [11.8627, 15.1389, 3.9618], [12.7156, 15.2380, 8.1157], [13.2797, 17.7693, 8.0239], [12.3850, 12.7903, 9.3473], [13.4250, 11.7556, 8.3093], [7.5065, 10.0786, 4.5348], [7.1509, 11.3767, 5.8465], [6.8794, 10.5611, 7.4917], [5.7695, 12.5558, 5.3955], [8.6379, 12.3402, 6.0726], [8.5133, 13.6872, 6.3088], [8.9241, 14.3616, 7.5161], [8.7783, 15.7194, 7.6350], [8.1917, 16.5052, 6.6149], [7.7834, 15.8883, 5.4000], [8.1358, 14.5481, 5.2383], [7.8313, 13.8670, 4.0279], [7.3290, 9.0349, 4.8480], [8.5175, 10.1475, 4.1357], [6.8366, 10.1836, 3.6371], [5.9835, 9.9602, 7.6570], [6.9974, 11.4065, 8.2080], [7.7091, 9.9618, 7.7694], [4.8091, 12.0121, 5.5258], [5.8409, 12.8526, 4.3503], [5.7418, 13.3774, 6.1152], [9.3969, 13.7502, 8.2411], [9.0729, 16.1853, 8.5779], [8.1924, 17.5921, 6.6670], [7.3552, 16.3950, 4.5426], [14.1084, 9.1772, 2.9421], [13.0241, 9.1627, 4.2529], [12.9903, 8.0731, 5.0867], [11.7492, 7.8197, 5.8128], [10.7763, 8.7730, 5.8152], [11.0217, 10.0219, 5.1835], [11.9739, 10.0797, 4.2674], [13.8347, 7.4143, 5.1599], [11.6238, 6.9129, 6.4197], [9.9088, 8.6040, 6.4846], [11.9807, 10.9059, 3.4958]],
  "nbo_charge": [1.67, -0.64, 0.01, -0.21, -0.19, -0.29, -0.18, -0.21, 2.28, -1.01, -0.91, -1.05, -0.34, 0.78, -0.62, -0.78, 0.22, 0.23, 0.23, 0.22, 0.26, 0.23, 0.21, 0.20, 0.23, -1.14, 1.78, -1.14, -1.13, -1.06, 0.13, -0.25, -0.20, -0.22, -0.27, 0.35, -0.36, 0.24, 0.24, 0.25, 0.25, 0.24, 0.24, 0.24, 0.26, 0.25, 0.22, 0.22, 0.22, 0.24, 0.05, -0.11, -0.13, -0.23, 0.04, -0.60, 0.09, 0.24, 0.24, 0.24, 0.25],
  "lumo_energy_ev": [-2.33, -0.85],
  "spin_multiplicity": 5,
  "gap_ev": [5.79, 7.64],
  "total_charge": 0,
  "energy_ha": -3755.99647,
  "homo_energy_ev": [-8.12, -8.49],
  "s2": 6.2214
}

---

{
  "formula": "C3H9N3O6",
  "method": "ωB97M-V with the def2-TZVPD basis set",
  "species": ["C", "N", "O", "O", "H", "H", "H", "C", "N", "O", "O", "H", "H", "H", "C", "N", "O", "O", "H", "H", "H"],
  "coordinates": [[0.1411, 1.1956, -2.0071], [1.2634, 0.2044, -1.8763], [2.0781, 0.1870, -2.7594], [1.2613, -0.5094, -0.9120], [0.5216, 2.0942, -2.4727], [-0.2525, 1.3830, -1.0134], [-0.5563, 0.6095, -2.6027], [-2.7972, 3.8910, 1.5555], [-1.7200, 2.9539, 1.1696], [-2.0461, 1.7722, 1.1186], [-0.5833, 3.3476, 1.0251], [-2.5661, 4.5175, 2.4092], [-3.6983, 3.3275, 1.7700], [-3.0092, 4.4769, 0.6594], [2.3344, -3.9876, 0.4217], [0.9402, -4.4948, 0.6758], [0.0668, -4.1799, -0.1013], [0.7683, -5.1392, 1.6938], [2.7288, -4.6112, -0.3728], [2.8387, -4.1206, 1.3729], [2.2866, -2.9174, 0.2459]],
  "nbo_charge": [-0.49, 0.55, -0.38, -0.38, 0.23, 0.24, 0.23, -0.49, 0.53, -0.38, -0.37, 0.24, 0.24, 0.23, -0.49, 0.53, -0.37, -0.39, 0.23, 0.23, 0.25],
  "de_lowest_kcal_mol": 7.8,
  "lumo_energy_ev": -0.16,
  "smiles": "C[N+](=O)[O-].C[N+](=O)[O-].C[N+](=O)[O-]",
  "gap_ev": 10.65,
  "total_charge": 0,
  "energy_ha": -735.11400,
  "homo_energy_ev": -10.80
}

---

Repeat the third record exactly.
{
  "formula": "C3H9N3O6",
  "method": "ωB97M-V with the def2-TZVPD basis set",
  "species": ["C", "N", "O", "O", "H", "H", "H", "C", "N", "O", "O", "H", "H", "H", "C", "N", "O", "O", "H", "H", "H"],
  "coordinates": [[0.1411, 1.1956, -2.0071], [1.2634, 0.2044, -1.8763], [2.0781, 0.1870, -2.7594], [1.2613, -0.5094, -0.9120], [0.5216, 2.0942, -2.4727], [-0.2525, 1.3830, -1.0134], [-0.5563, 0.6095, -2.6027], [-2.7972, 3.8910, 1.5555], [-1.7200, 2.9539, 1.1696], [-2.0461, 1.7722, 1.1186], [-0.5833, 3.3476, 1.0251], [-2.5661, 4.5175, 2.4092], [-3.6983, 3.3275, 1.7700], [-3.0092, 4.4769, 0.6594], [2.3344, -3.9876, 0.4217], [0.9402, -4.4948, 0.6758], [0.0668, -4.1799, -0.1013], [0.7683, -5.1392, 1.6938], [2.7288, -4.6112, -0.3728], [2.8387, -4.1206, 1.3729], [2.2866, -2.9174, 0.2459]],
  "nbo_charge": [-0.49, 0.55, -0.38, -0.38, 0.23, 0.24, 0.23, -0.49, 0.53, -0.38, -0.37, 0.24, 0.24, 0.23, -0.49, 0.53, -0.37, -0.39, 0.23, 0.23, 0.25],
  "de_lowest_kcal_mol": 7.8,
  "lumo_energy_ev": -0.16,
  "smiles": "C[N+](=O)[O-].C[N+](=O)[O-].C[N+](=O)[O-]",
  "gap_ev": 10.65,
  "total_charge": 0,
  "energy_ha": -735.11400,
  "homo_energy_ev": -10.80
}